C3H4N4 | ωB97M-V with the def2-TZVPD basis set

Atoms and positions in Å:
N: -1.29915 0.02808 -1.56208
C: -0.36565 0.05079 -0.51686
C: -0.59017 -0.39451 0.97110
N: 0.38226 -0.34918 1.83122
C: 1.57989 0.04284 1.27198
N: 1.78667 0.46310 0.05441
N: 0.77761 0.59565 -0.82810
H: -2.28566 -0.10547 -1.38840
H: -1.10711 0.70417 -2.30421
H: -1.34298 -0.99805 0.56768
H: 2.46429 -0.03743 1.90326

Cartesian forces, eV/Å:
0.1706 0.0120 0.8118
0.7471 1.4316 1.6829
1.8869 0.9271 -5.7774
-0.3646 -0.6767 -0.7364
-0.4297 0.3905 0.1883
0.0566 0.2567 0.2416
0.5943 -0.3283 -0.1454
0.2507 0.0508 0.2685
0.0968 -0.4585 0.4588
-2.6721 -1.7329 3.0509
-0.3364 0.1276 -0.0436

Output
- Orbital gap: 0.31951 Eh
- Total charge: 0
- SMILES: Nc1cncnn1
- ΔE to the lowest compared entry with this formula, charge and spin: 84.8 kcal/mol

=====

C5H7IO | ωB97M-V with the def2-TZVPD basis set

Atoms and positions in Å:
C: -0.02897 1.11164 -0.09188
C: -1.00540 0.43142 0.37389
C: -3.18492 1.19305 -0.12160
C: 1.42999 0.58539 0.02407
C: -1.32420 -0.91379 0.84228
O: -3.24320 2.34316 -0.30877
I: -4.78592 -0.17938 -0.09828
H: -0.08723 2.07699 -0.50644
H: 1.43671 -0.36449 0.60664
H: 1.93963 0.57655 -0.89346
H: 1.92424 1.19826 0.73980
H: -2.36586 -1.11429 0.89873
H: -0.74641 -1.57567 0.10519
H: -0.83037 -1.15719 1.74333

Cartesian forces, eV/Å:
2.4983 -0.3268 0.0211
-4.5315 -0.2515 -0.3527
4.1191 1.0681 0.6373
-2.1353 -0.7021 2.2713
2.5165 -0.6775 -1.9383
-0.6242 -0.3345 -0.1674
-0.7722 -0.6996 0.0075
-0.5506 1.0784 -0.5251
0.0021 0.1420 -1.1137
0.6411 -0.2485 -1.1611
0.6838 1.0567 0.2365
-0.7438 -0.4040 -0.0934
-1.3626 0.3240 0.6925
0.2593 -0.0246 1.4855

Output
- Orbital gap (alpha / beta): 0.27848 / 0.27856 Eh
- Total charge: 0
- ΔE to the lowest compared entry with this formula, charge and spin: 47.7 kcal/mol

=====

C2BrClFIO | ωB97M-V with the def2-TZVPD basis set

Atoms and positions in Å:
C: 0.54377 -0.72820 -0.02247
C: -1.15517 0.53867 0.42709
O: 1.08847 -1.17254 0.95218
F: -1.05570 0.92038 1.69520
Cl: 0.82082 -0.88155 -1.68233
Br: -0.91973 1.98066 -0.82352
I: -2.82959 -0.75365 0.18221

Cartesian forces, eV/Å:
-1.6275 1.1446 4.4924
2.5102 -2.0628 -1.1229
-1.0049 0.8431 -2.9679
0.2127 0.0148 -0.3911
0.1862 -0.1919 -0.3183
-0.4063 -0.1002 0.4021
0.1296 0.3525 -0.0943

Output
- Orbital gap: 0.31610 Eh
- Total charge: 0
- ΔE to the lowest compared entry with this formula, charge and spin: 42.6 kcal/mol

=====

C42H78N8O12S | ωB97M-V with the def2-TZVPD basis set

Atoms and positions in Å:
C: -3.77710 -6.38173 1.04572
C: -4.64204 -5.76893 -0.02162
C: -6.01565 -5.77145 0.00449
C: -6.70751 -5.22136 -1.03523
C: -6.10829 -4.62121 -2.11384
C: -7.01292 -4.04388 -3.17886
C: -7.51588 -2.64240 -2.79753
C: -6.45499 -4.08447 -4.60602
C: -4.73284 -4.57075 -2.12255
O: -4.08755 -3.92928 -3.18257
C: -3.56546 -2.62675 -2.89533
C: -2.33928 -2.33544 -3.68062
C: -1.11680 -2.83268 -3.59420
C: -0.56579 -3.84418 -2.65417
C: -0.22911 -5.14701 -3.38236
C: -1.45413 -5.85564 -3.99259
S: -1.78959 -7.40735 -3.09661
C: -0.20196 -2.21058 -4.60165
O: 0.95106 -2.41777 -4.77465
O: -0.97185 -1.29443 -5.27478
C: -2.25813 -1.31929 -4.78982
O: -3.10886 -0.60748 -5.22283
C: -4.02416 -5.15754 -1.09374
H: -3.35159 -7.30427 0.65737
H: -2.93066 -5.74651 1.29056
H: -4.30719 -6.54832 1.97607
H: -6.54200 -6.21060 0.83611
H: -7.78712 -5.24488 -0.99683
H: -7.90587 -4.66646 -3.17992
H: -6.77327 -1.87196 -2.97267
H: -7.84349 -2.67424 -1.76280
H: -8.42242 -2.47054 -3.37280
H: -5.79560 -4.93067 -4.75756
H: -7.26956 -4.18006 -5.32005
H: -5.96216 -3.14430 -4.83089
H: -3.44473 -2.45564 -1.82905
H: -4.31756 -1.90402 -3.22527
H: 0.37919 -3.43639 -2.29382
H: -1.19372 -3.98408 -1.78324
H: 0.36325 -5.81835 -2.77011
H: 0.42660 -4.88092 -4.20823
H: -1.24334 -6.07556 -5.02961
H: -2.31953 -5.21440 -3.87939
H: -3.11970 -7.33859 -2.94500
H: -2.94522 -5.15190 -1.11528
C: 0.01701 3.95104 -4.25618
N: -0.14619 3.21119 -3.02093
C: -1.13593 2.36354 -2.67629
C: -2.24001 2.11878 -3.67268
O: -1.12874 1.81129 -1.58082
H: 0.96658 3.66312 -4.70804
H: 0.05227 5.01673 -4.02245
H: -0.78915 3.76103 -4.95705
H: 0.56030 3.32426 -2.30286
H: -2.95169 1.41880 -3.24600
H: -2.76266 3.04841 -3.90063
H: -1.83700 1.68802 -4.58924
C: 4.98070 1.73836 -0.34905
N: 3.77328 2.34357 -0.88954
C: 3.66106 3.46230 -1.63541
C: 4.92533 4.21105 -1.97396
O: 2.55897 3.84557 -2.01797
H: 5.07364 0.72283 -0.73866
H: 4.89878 1.69071 0.73606
H: 5.86724 2.30322 -0.60990
H: 2.88954 1.89562 -0.70110
H: 4.66632 5.07874 -2.57268
H: 5.42384 4.54930 -1.06543
H: 5.60134 3.57874 -2.54976
C: 9.13876 -1.33465 1.26532
N: 8.29042 -0.17317 1.49775
C: 8.58150 1.13610 1.30424
C: 9.95684 1.47477 0.78041
O: 7.75125 2.00114 1.54853
H: 8.66032 -1.99364 0.54547
H: 9.26051 -1.87595 2.20579
H: 10.11427 -1.05092 0.88918
H: 7.35870 -0.32713 1.84844
H: 10.03401 2.55284 0.68034
H: 10.72578 1.13279 1.47356
H: 10.11684 1.02038 -0.19783
C: -1.39944 6.65889 -1.66029
N: -1.12529 7.78088 -2.53995
C: -1.65894 9.03145 -2.50125
C: -2.66921 9.32321 -1.41616
O: -1.32360 9.87286 -3.31816
H: -0.46663 6.35516 -1.18101
H: -1.77676 5.82570 -2.25750
H: -2.12819 6.91758 -0.90076
H: -0.45925 7.65238 -3.28482
H: -2.99838 10.35232 -1.51819
H: -3.53597 8.66820 -1.51313
H: -2.22228 9.19572 -0.42885
C: -1.38381 -0.92860 1.81674
N: -2.63229 -1.66000 1.69134
C: -3.22616 -2.46080 2.60405
C: -2.52350 -2.63225 3.92917
O: -4.28297 -3.02259 2.35175
H: -1.57346 0.13023 1.67773
H: -0.69698 -1.25996 1.03708
H: -0.92769 -1.08594 2.78981
H: -3.14508 -1.58566 0.82768
H: -3.11346 -3.29994 4.55000
H: -1.53567 -3.07078 3.78462
H: -2.42442 -1.67323 4.43998
C: -1.94926 3.92589 3.74897
N: -1.29706 2.65884 4.03478
C: -1.54297 1.78742 5.04244
C: -2.63545 2.13843 6.02482
O: -0.89450 0.75519 5.13283
H: -2.39262 3.87635 2.75193
H: -1.20704 4.72271 3.76335
H: -2.72235 4.15330 4.47279
H: -0.55900 2.35602 3.41771
H: -2.70742 1.34463 6.76196
H: -2.40295 3.07205 6.53761
H: -3.59485 2.22931 5.51446
C: -3.73739 7.69022 8.57316
N: -3.35564 7.54989 7.17955
C: -2.42471 6.72268 6.63979
C: -1.66629 5.81525 7.57998
O: -2.21882 6.72424 5.43566
H: -4.79983 7.46768 8.68312
H: -3.56493 8.71821 8.89528
H: -3.16779 7.02021 9.20722
H: -3.82215 8.12640 6.49737
H: -0.96454 5.22247 7.00054
H: -1.10669 6.40054 8.30995
H: -2.34986 5.14080 8.09758
C: 9.64414 -7.12692 1.23642
N: 9.42701 -5.76717 0.77601
C: 10.18697 -5.03497 -0.07884
C: 11.42618 -5.68559 -0.64471
O: 9.86609 -3.89268 -0.36996
H: 8.78983 -7.74562 0.95789
H: 9.73447 -7.13244 2.32371
H: 10.54374 -7.55002 0.80417
H: 8.61649 -5.27398 1.11462
H: 11.91894 -4.97821 -1.30377
H: 12.11632 -5.95656 0.15494
H: 11.16397 -6.57388 -1.22011

Cartesian forces, eV/Å:
0.0503 0.0904 -0.1675
0.6641 0.1297 0.3569
0.0599 -0.3972 0.5826
-0.9760 -0.1233 0.2115
-0.4475 0.3930 -0.7852
0.0900 0.1035 -0.2289
-0.4173 -0.8869 -0.0685
-0.4617 0.1625 0.1129
0.1333 0.3838 -0.1833
0.7644 -0.1807 0.4480
-1.1149 0.3406 -0.4546
0.5814 0.4405 -0.7423
0.5066 -0.9937 0.9647
0.6196 0.0025 -0.0244
-0.1102 -0.0068 -0.7075
0.3156 -0.0092 0.7834
0.0569 -0.2223 0.1085
-1.1562 -0.0591 0.7363
0.1981 0.2500 -0.3758
0.6054 0.4069 -0.7593
-0.8344 -0.1575 0.4063
0.1570 -0.1220 0.0007
0.6846 0.1446 -0.2260
-0.0442 -0.3061 0.1881
0.0530 0.2502 -0.0615
-0.1991 -0.2144 0.0246
-0.0949 -0.0802 0.1500
-0.1878 -0.0022 -0.0711
-0.0510 -0.2349 0.1267
0.0379 0.1923 0.0682
0.1886 0.3077 0.2568
0.0582 0.4653 -0.2815
0.2204 0.0150 -0.0638
-0.1949 0.0253 -0.0579
0.4067 -0.0477 -0.1542
0.3282 -0.2639 0.2067
-0.0740 0.1206 0.0584
0.1051 0.0532 0.1426
-0.3406 -0.1088 0.0480
-0.0795 -0.0556 0.3378
0.1772 0.0939 -0.0682
-0.2814 -0.0911 -0.2377
-0.2295 -0.0249 -0.3170
0.0222 0.1884 -0.1380
0.2056 0.0848 -0.1091
0.3395 -0.0650 0.4362
-0.3006 -0.0647 0.1093
0.0015 -0.0126 0.1163
-0.0029 -0.0265 0.0305
-0.0579 -0.1635 0.1140
-0.0352 0.1289 -0.1756
-0.0045 0.0555 -0.2169
-0.0452 -0.0488 0.0553
0.2182 0.0765 -0.2145
0.0330 0.0031 0.0571
0.0205 -0.0118 -0.1481
-0.0906 0.1124 -0.1018
-0.4908 -0.1907 0.0663
0.1566 0.1083 -0.0970
-0.1803 -0.0329 -0.0017
-0.0698 0.0810 -0.0496
0.0117 0.1181 -0.0434
0.1636 0.0066 0.0223
0.2398 0.0113 0.0241
-0.0139 0.0546 0.0340
0.0058 -0.0235 0.0149
-0.0849 -0.0185 -0.0003
0.1079 -0.0814 -0.0246
0.0893 0.0050 0.0934
-0.6041 0.0573 0.2105
0.2804 0.1258 -0.0883
-0.1381 0.0469 0.0818
-0.0294 0.0731 -0.0035
-0.0005 0.0359 -0.0883
0.2081 -0.0967 -0.0592
0.1706 -0.0812 -0.0688
-0.0126 0.0457 -0.0276
-0.0044 -0.0287 0.0143
-0.0822 0.0176 0.0344
0.0500 -0.0772 -0.0916
0.1010 -0.0744 0.0503
0.4132 0.0000 -0.4644
-0.2568 0.1778 0.1733
0.1235 0.0304 -0.1547
0.0013 0.0483 -0.0075
-0.0560 0.0366 0.0445
-0.1448 -0.1598 0.1428
-0.0531 -0.1065 0.2207
-0.0101 0.0436 -0.0112
0.0241 -0.0126 0.0091
0.0525 0.0190 -0.0737
0.0238 -0.0407 0.1149
-0.0896 -0.0861 0.0046
-0.2005 -0.1769 -0.2738
0.1654 0.0455 0.0055
-0.2212 -0.2738 0.1354
-0.1187 -0.0240 0.0735
0.0420 0.0046 0.0122
0.1181 0.2389 0.0404
0.1603 0.0689 0.0501
-0.0782 0.0334 -0.0134
-0.0168 0.0638 -0.0197
-0.0587 -0.0152 -0.0726
0.0619 0.1065 0.0623
0.1817 -0.0104 0.0008
0.3521 -0.2135 -0.3660
-0.1708 -0.0219 0.2055
0.1199 0.0046 -0.2079
0.0190 -0.0731 0.0309
-0.0387 -0.2267 0.1095
-0.1034 0.1328 0.0622
-0.1793 0.1522 0.0672
0.0367 -0.0051 0.0531
-0.0173 0.0323 0.0045
0.0678 -0.0516 -0.0352
-0.1085 0.0603 -0.0628
-0.0027 0.1265 0.0328
-0.1681 0.2311 -0.3714
0.0987 -0.1427 0.1401
0.0176 0.0526 -0.1933
0.0128 -0.0218 -0.0672
0.0137 -0.0683 0.0683
0.0215 -0.0394 0.1577
0.0138 -0.0476 0.1562
0.0276 -0.0217 -0.0290
-0.0113 0.0188 0.0076
-0.0111 0.0459 -0.0733
-0.0533 -0.0613 0.0944
0.0380 0.0534 0.1244
-0.3531 0.2822 0.1135
0.2029 -0.0628 -0.0917
-0.0561 0.1112 -0.0296
0.0019 0.0545 -0.0194
0.0480 -0.0513 -0.0069
0.0932 -0.1331 0.0029
0.0865 -0.1374 -0.0064
0.0160 0.0355 -0.0275
-0.0265 -0.0230 0.0099
-0.0602 0.0647 0.0095
-0.0053 -0.1198 -0.0350
0.0697 -0.0690 0.0729

Output
- Orbital gap: 0.29092 Eh
- Total charge: 0
- SMILES: Cc1ccc(C(C)C)c(OCC2=C(CCCS)C(=O)OC2=O)c1.CNC(C)=O.CNC(C)=O.CNC(C)=O.CNC(C)=O.CNC(C)=O.CNC(C)=O.CNC(C)=O.CNC(C)=O

=====

C5H14O | ωB97M-V with the def2-TZVPD basis set

Atoms and positions in Å:
C: 0.02185 -0.19036 -0.47970
C: -0.14886 0.13285 0.95067
C: 0.72315 1.22794 1.60998
C: 2.07656 0.54408 2.00618
C: 1.27482 -1.26772 -0.53572
H: -0.69468 -0.55369 -1.20059
H: 0.38853 0.72101 -1.11662
H: -0.22207 -0.73849 1.63364
H: -1.24911 0.53124 1.19311
H: 0.08322 1.65330 2.42126
H: 1.04417 2.07590 0.99339
H: 2.64991 1.18132 2.81961
H: 2.05212 -0.54393 2.12176
H: 2.72728 0.54049 1.04399
H: 2.12998 -0.95155 0.10059
H: 0.61841 -2.15442 -0.41598
H: 1.64595 -1.25829 -1.59030
H: -4.79712 0.21818 -3.33506
H: -5.48834 -0.88523 -4.03783
O: -4.83575 -0.28264 -4.18238

Cartesian forces, eV/Å:
0.9151 3.5183 -1.9290
0.0272 0.9159 0.1929
-0.0155 -0.7289 -0.3263
1.9352 1.3251 -0.2921
0.2698 -0.4344 -1.2010
-0.8405 -0.9062 0.8157
-0.1876 -1.2067 1.5613
-0.1578 0.0240 -0.1772
0.6893 -0.4469 -0.7366
0.9924 -0.4196 0.0494
-0.8254 -0.2485 -0.3160
-1.2533 -1.7586 -1.4777
-0.2801 0.2580 1.1874
-0.9182 0.7345 1.4069
-1.1470 -1.0210 -0.1966
1.3441 0.0620 0.7468
-0.5396 0.3295 0.6777
-0.0131 -0.4343 -1.0629
-2.9625 -2.7876 0.4271
2.9675 3.2256 0.6500

Output
- Spin multiplicity: 2
- Orbital gap (alpha / beta): 0.39565 / 0.13543 Eh
- Total charge: +1
- ⟨S²⟩: 0.754
- ΔE to the lowest compared entry with this formula, charge and spin: 44.3 kcal/mol